Entry 1:
C2HN3O3 | the ωB97M-V functional and the def2-TZVPD basis

Atoms and positions in Å:
C 0.313244 0.381231 0.158289
C -1.812722 -0.247285 0.100467
N 1.373775 1.130414 0.435792
N -0.897027 0.716817 0.334277
N 2.136063 -0.673406 -0.550854
O -1.874887 -1.262828 0.702344
O 2.389694 0.510692 -0.021190
O 0.830421 -0.750121 -0.549983
H -2.458559 0.194484 -0.609140

Forces on atoms 1 to 2 (eV/Å):
C -1.1 0.6 -0.3
C -0.4 1.0 0.3

Results
Spin multiplicity: 1
HOMO level (spin up / spin down) (eV): -9.99 / -9.88
Energy above the lowest of the compared OMol25 structures with the same formula, charge and spin (kJ/mol): 725.6
E_LUMO (spin up / spin down) (eV): -1.747 / -2.084
HOMO-LUMO gap (spin up / spin down) (eV): 8.245 / 7.801
Largest force on an atom (eV Å⁻¹): 3.03

***

Entry 2:
C2HN3O3 | the ωB97M-V functional and the def2-TZVPD basis

Atoms and positions in Å:
O 2.173991 -1.189487 -0.384677
C 1.307277 -0.344478 -0.161175
O 1.765045 0.975604 0.473525
C -0.188574 -0.184690 -0.264402
N -0.901382 -1.304451 0.306638
N -2.075963 -1.010576 0.269771
O -2.111153 0.529117 -0.223776
N -0.898761 0.852009 -0.450626
H 0.929520 1.676948 0.434720

Forces on atoms 1 to 2 (eV/Å):
O -4.2 2.7 0.7
C 4.3 2.6 1.0

Results
Structure (SMILES): O=C(O)c1nnon1
Spin multiplicity: 1
HOMO level (eV): -11.71
Energy above the lowest of the compared OMol25 structures with the same formula, charge and spin (kJ/mol): 547.7
E_LUMO (eV): -1.079
HOMO-LUMO gap (eV): 10.627
Largest force on an atom (eV Å⁻¹): 5.12

***

Question: What is the energy above the lowest of the compared OMol25 structures with the same formula, charge and spin in the second record?
Answer: 547.7 kJ/mol

***

Question: Look up the largest force on an atom of the second one.
Answer: 5.12 eV Å⁻¹

***

Question: Which formula does entry 1 have?
Answer: C2HN3O3